The following is a quantum chemistry calculation of 2 unconnected molecules or ions with the total composition C7H22N4Si at a distorted geometry, from the Open Molecules 2025 dataset.

## Properties
gap between HOMO and LUMO = 0.294 Eh
HOMO = -0.26440 Ha
LUMO = 0.80 eV

Last column: natural (NBO) charge in e.
Cartesian coordinates (Å):
C1 1.18 -3.16 2.13  -0.33
C2 -0.85 2.58 -1.75  -0.41
C3 -1.50 2.52 0.50  -0.40
C4 1.46 -0.15 -2.54  -0.43
C5 -0.64 -1.44 -2.48  -0.41
C6 1.11 0.26 3.19  -0.44
C7 -1.56 -0.92 0.50  -1.07
N1 1.51 -1.88 2.20  -0.19
N2 -1.10 1.72 -0.64  -0.92
N3 0.34 -0.72 -1.75  -0.85
N4 0.83 -1.13 2.98  -0.37
Si1 -0.26 0.27 -0.38  1.74
H1 1.67 -3.77 1.46  0.18
H2 0.69 -3.56 2.99  0.21
H3 0.96 0.67 0.44  -0.25
H4 -1.83 3.31 -1.73  0.19
H5 0.13 3.06 -1.62  0.17
H6 -0.82 2.20 -2.88  0.21
H7 -2.56 2.91 0.55  0.20
H8 -1.39 1.83 1.34  0.19
H9 -0.74 3.37 0.69  0.18
H10 1.28 0.27 -3.57  0.19
H11 2.09 0.47 -1.92  0.21
H12 2.12 -0.92 -3.00  0.19
H13 -0.12 -2.20 -3.24  0.18
H14 -1.29 -1.93 -1.68  0.22
H15 -1.18 -0.78 -3.21  0.17
H16 1.88 0.63 2.47  0.17
H17 0.16 0.81 3.07  0.20
H18 1.37 0.33 4.40  0.20
H19 -0.90 -1.79 0.71  0.24
H20 -1.79 -0.45 1.35  0.22
H21 -2.40 -1.01 -0.14  0.23
H22 2.17 -1.40 1.57  0.38



The following is a quantum chemistry calculation of a molecular structure, C5H8CuNaO4 at a distorted geometry, from the Open Molecules 2025 dataset.

## Properties
gap between HOMO and LUMO = 0.204 Eh
HOMO = -0.25500 Ha
LUMO = -1.40 eV

Last column: natural (NBO) charge in e.
Cartesian coordinates (Å):
C1 -2.18 -0.56 2.94  -0.64
C2 -0.97 -0.40 2.02  -0.01
O1 -0.12 0.60 2.40  -1.06
Cu1 1.48 2.00 2.00  0.86
H1 -2.10 -1.49 3.53  0.19
H2 -2.26 0.29 3.64  0.22
H3 -3.12 -0.62 2.36  0.19
H4 -0.46 -1.40 1.97  0.10
H5 -1.35 -0.26 0.96  0.08
O2 -0.49 0.22 -3.22  -0.63
C3 2.26 1.58 -1.19  0.30
C4 -0.13 -0.40 -2.23  0.46
O3 2.66 2.61 -1.72  -0.71
O4 2.05 0.57 -2.20  -0.67
C5 1.31 -0.56 -1.85  -0.21
Na1 1.23 1.06 -4.64  0.94
H6 -0.86 -1.01 -1.66  0.14
H7 1.69 -1.46 -2.36  0.21
H8 1.36 -0.77 -0.76  0.23



The following is a quantum chemistry calculation of 2 unconnected molecules or ions with the total composition CHFNPS2 at a distorted geometry, from the Open Molecules 2025 dataset.

## Properties
gap between HOMO and LUMO (spin up / spin down) = 0.251 / 0.251 Eh
HOMO (spin up / spin down) = -0.40023 / -0.40041 Ha
LUMO (spin up / spin down) = -4.06 / -4.06 eV

Last column: natural (NBO) charge in e.
Cartesian coordinates (Å):
C1 0.38 -1.22 -0.83  -0.18
N1 0.42 -2.18 -1.46  -0.14
F1 -0.54 -0.63 2.49  -0.59
P1 0.43 0.19 0.16  1.04
S1 2.21 0.95 0.24  -0.16
S2 -1.14 1.33 -0.90  -0.16
H1 -1.77 1.56 0.30  0.20



The following is a quantum chemistry calculation of 2 unconnected molecules or ions with the total composition C6H16N3 at a distorted geometry, from the Open Molecules 2025 dataset.

## Properties
gap between HOMO and LUMO (spin up / spin down) = 0.191 / 0.262 Eh
2S+1 = 3
HOMO (spin up / spin down) = -0.30643 / -0.48623 Ha
net charge = +1
⟨S²⟩ = 2.007
LUMO (spin up / spin down) = -3.15 / -6.11 eV

Last column: natural (NBO) charge in e.
Cartesian coordinates (Å):
C1 -1.19 1.41 -0.07  0.25
C2 -0.89 1.92 -1.51  -0.64
C3 -1.68 2.52 0.95  -0.60
C4 2.54 -1.30 1.05  -0.42
C5 1.08 -2.94 0.02  -0.41
C6 1.02 -0.60 -0.67  -0.38
N1 -2.06 0.20 0.05  -0.49
N2 -0.73 0.19 0.50  0.02
N3 1.44 -1.55 0.09  -0.31
H1 -1.10 2.97 -1.61  0.25
H2 -1.45 1.36 -2.22  0.24
H3 0.16 1.76 -1.78  0.26
H4 -1.48 3.40 0.40  0.24
H5 -1.11 2.49 1.89  0.25
H6 -2.67 2.31 1.13  0.22
H7 2.34 -1.71 2.01  0.22
H8 3.57 -1.75 0.75  0.21
H9 2.75 -0.28 1.13  0.21
H10 0.05 -2.99 -0.52  0.20
H11 1.92 -3.36 -0.60  0.22
H12 0.95 -3.39 0.99  0.22
H13 1.64 0.29 -0.53  0.20
H14 0.24 -0.85 -1.42  0.19
H15 -2.82 0.29 0.68  0.42
H16 -2.50 -0.38 -0.71  0.44



The following is a quantum chemistry calculation of a molecular structure, C16H28ClErO2P2 at a distorted geometry, from the Open Molecules 2025 dataset.

## Properties
gap between HOMO and LUMO (spin up / spin down) = 0.230 / 0.232 Eh
2S+1 = 4
HOMO (spin up / spin down) = -0.51521 / -0.51479 Ha
net charge = +2
⟨S²⟩ = 3.753
LUMO (spin up / spin down) = -7.75 / -7.69 eV

Last column: natural (NBO) charge in e.
Cartesian coordinates (Å):
C1 -1.46 0.72 -4.40  -0.73
C2 -0.64 0.73 -3.16  0.53
H1 -2.08 -0.17 -4.32  0.26
H2 -0.83 0.67 -5.29  0.27
H3 -2.10 1.61 -4.39  0.27
O1 -0.81 -0.11 -2.27  -0.59
Cl1 0.51 1.98 -2.93  0.01
Er1 0.60 -0.17 1.60  1.79
P1 1.98 -1.73 -0.22  0.70
C3 1.58 -3.52 -0.11  -0.91
C4 1.94 -1.52 -2.05  -0.90
H4 2.76 -2.08 -2.50  0.26
H5 4.19 -2.56 -0.60  0.26
H6 2.04 -0.46 -2.31  0.25
H7 4.23 -0.81 -0.19  0.26
H8 0.58 -3.71 -0.49  0.25
H9 0.98 -1.86 -2.43  0.26
C5 3.78 -1.78 0.06  -0.91
H10 2.32 -4.08 -0.69  0.27
H11 4.02 -2.01 1.10  0.25
H12 1.62 -3.86 0.94  0.25
P2 -1.64 1.49 1.33  0.69
C6 -3.25 1.12 2.14  -0.90
C7 -1.16 3.05 2.18  -0.91
H13 -1.45 2.61 -0.83  0.25
H14 -3.03 2.93 -0.04  0.26
H15 -2.72 1.34 -0.82  0.26
C8 -2.27 2.16 -0.26  -0.90
H16 -0.47 3.59 1.52  0.26
H17 -2.07 3.64 2.34  0.26
H18 -3.84 2.04 2.20  0.27
H19 -3.08 0.73 3.16  0.25
H20 -0.68 2.83 3.14  0.25
H21 -3.77 0.37 1.54  0.25
C9 -1.32 -1.57 1.49  0.46
O2 -2.34 -2.13 1.51  -0.32
C10 2.45 0.98 2.43  -1.05
C11 2.08 0.43 3.75  -0.02
C12 2.12 1.23 4.93  -0.20
C13 1.62 0.76 6.13  -0.13
C14 0.97 -0.49 6.19  -0.23
C15 0.87 -1.28 5.05  -0.11
C16 1.49 -0.88 3.85  -0.45
H22 2.35 2.07 2.32  0.25
H23 3.32 0.55 1.92  0.26
H24 2.50 2.26 4.83  0.24
H25 1.74 1.34 7.04  0.25
H26 0.55 -0.84 7.15  0.25
H27 0.36 -2.24 5.07  0.23
H28 1.57 -1.66 3.04  0.19



Q: Which formula does entry 2 have?
A: C5H8CuNaO4



Copy entry 5 word for word.
The following is a quantum chemistry calculation of a molecular structure, C16H28ClErO2P2 at a distorted geometry, from the Open Molecules 2025 dataset.

## Properties
gap between HOMO and LUMO (spin up / spin down) = 0.230 / 0.232 Eh
2S+1 = 4
HOMO (spin up / spin down) = -0.51521 / -0.51479 Ha
net charge = +2
⟨S²⟩ = 3.753
LUMO (spin up / spin down) = -7.75 / -7.69 eV

Last column: natural (NBO) charge in e.
Cartesian coordinates (Å):
C1 -1.46 0.72 -4.40  -0.73
C2 -0.64 0.73 -3.16  0.53
H1 -2.08 -0.17 -4.32  0.26
H2 -0.83 0.67 -5.29  0.27
H3 -2.10 1.61 -4.39  0.27
O1 -0.81 -0.11 -2.27  -0.59
Cl1 0.51 1.98 -2.93  0.01
Er1 0.60 -0.17 1.60  1.79
P1 1.98 -1.73 -0.22  0.70
C3 1.58 -3.52 -0.11  -0.91
C4 1.94 -1.52 -2.05  -0.90
H4 2.76 -2.08 -2.50  0.26
H5 4.19 -2.56 -0.60  0.26
H6 2.04 -0.46 -2.31  0.25
H7 4.23 -0.81 -0.19  0.26
H8 0.58 -3.71 -0.49  0.25
H9 0.98 -1.86 -2.43  0.26
C5 3.78 -1.78 0.06  -0.91
H10 2.32 -4.08 -0.69  0.27
H11 4.02 -2.01 1.10  0.25
H12 1.62 -3.86 0.94  0.25
P2 -1.64 1.49 1.33  0.69
C6 -3.25 1.12 2.14  -0.90
C7 -1.16 3.05 2.18  -0.91
H13 -1.45 2.61 -0.83  0.25
H14 -3.03 2.93 -0.04  0.26
H15 -2.72 1.34 -0.82  0.26
C8 -2.27 2.16 -0.26  -0.90
H16 -0.47 3.59 1.52  0.26
H17 -2.07 3.64 2.34  0.26
H18 -3.84 2.04 2.20  0.27
H19 -3.08 0.73 3.16  0.25
H20 -0.68 2.83 3.14  0.25
H21 -3.77 0.37 1.54  0.25
C9 -1.32 -1.57 1.49  0.46
O2 -2.34 -2.13 1.51  -0.32
C10 2.45 0.98 2.43  -1.05
C11 2.08 0.43 3.75  -0.02
C12 2.12 1.23 4.93  -0.20
C13 1.62 0.76 6.13  -0.13
C14 0.97 -0.49 6.19  -0.23
C15 0.87 -1.28 5.05  -0.11
C16 1.49 -0.88 3.85  -0.45
H22 2.35 2.07 2.32  0.25
H23 3.32 0.55 1.92  0.26
H24 2.50 2.26 4.83  0.24
H25 1.74 1.34 7.04  0.25
H26 0.55 -0.84 7.15  0.25
H27 0.36 -2.24 5.07  0.23
H28 1.57 -1.66 3.04  0.19